(1)
18
Properties=species:S:1:pos:R:3 method="wB97M-V/def2-TZVPD" e_above_lowest_ev=0.537 molar_mass_da=88.15 gap_ha=0.372 smiles=C[C@@H](N)CCN lumo_ha=0.044 e_homo_ev=-8.9
N 0.030 -2.789 0.422
N 0.974 1.269 0.984
C -0.492 -0.388 0.056
C 0.339 -1.613 -0.382
C -0.746 2.071 -0.597
C 0.204 0.940 -0.231
H -1.520 -0.449 -0.292
H -0.557 -0.529 1.134
H -0.984 2.064 -1.673
H -0.325 3.059 -0.440
H 1.371 -1.332 -0.211
H 0.375 1.155 1.791
H 0.944 0.760 -0.994
H 0.712 -3.015 1.125
H -0.206 -3.591 -0.138
H -1.711 1.973 -0.123
H 0.215 -1.780 -1.451
H 1.376 2.195 1.019

---

(2)
18
Properties=species:S:1:pos:R:3 method="wB97M-V/def2-TZVPD" e_above_lowest_ev=5.115 molar_mass_da=88.15 gap_ha="0.336 / 0.336" lumo_ha="0.017 / 0.017" e_homo_ev="-8.7 / -8.7"
N 1.151 -0.434 0.333
N -0.984 0.854 -0.050
C 1.139 -1.789 0.014
C -0.397 1.862 -1.011
C -1.995 0.102 -0.658
C 1.230 -0.074 1.675
H 0.544 -2.470 0.724
H -2.891 0.688 -0.890
H -0.680 2.907 -0.833
H 0.965 -0.856 2.482
H -2.075 -0.869 -0.183
H 2.244 0.295 1.804
H 0.555 0.765 1.901
H 2.125 -2.214 0.199
H 0.618 -1.999 -0.929
H 0.742 1.695 -0.805
H -1.730 -0.032 -1.727
H -0.560 1.570 -2.047

---

(3)
18
Properties=species:S:1:pos:R:3 method="wB97M-V/def2-TZVPD" e_above_lowest_ev=2.108 molar_mass_da=88.15 gap_ha=0.376 smiles=NCCCCN lumo_ha=0.039 e_homo_ev=-9.2
N -1.055 -2.490 -0.851
N -0.129 1.772 1.836
C 0.143 -1.608 -0.603
C 0.950 1.393 0.918
C 0.611 1.018 -0.542
C -0.267 -0.115 -0.745
H 1.322 0.499 1.386
H -1.742 -2.198 -0.179
H 1.439 0.757 -1.134
H -1.317 -0.168 0.035
H -0.697 0.008 -1.740
H -0.976 1.500 1.594
H 0.071 1.798 -0.952
H 1.724 2.182 0.781
H -0.209 2.815 1.930
H 0.423 -2.004 0.398
H -1.355 -2.401 -1.887
H 0.980 -1.889 -1.297

---

(4)
18
Properties=species:S:1:pos:R:3 method="wB97M-V/def2-TZVPD" e_above_lowest_ev=3.364 molar_mass_da=88.15 gap_ha=0.322 smiles="C=CN.CNC" lumo_ha=0.038 e_homo_ev=-7.7
N -0.759 0.104 -1.111
N 0.605 1.151 1.350
C 1.445 0.226 0.578
C -0.789 -1.370 -3.026
C -1.280 -1.036 -1.806
C -0.043 0.750 2.664
H 1.623 0.649 -0.426
H -1.800 -1.715 -1.113
H -0.983 0.900 -1.733
H -0.671 -2.481 -3.294
H 2.568 0.066 1.047
H -0.636 0.285 -0.097
H -0.554 1.535 3.099
H -0.474 -0.648 -3.769
H 0.770 0.382 3.349
H 0.909 -0.777 0.360
H 0.901 2.090 1.478
H -0.831 -0.111 2.451

---

(5)
18
Properties=species:S:1:pos:R:3 method="wB97M-V/def2-TZVPD" e_above_lowest_ev=5.677 molar_mass_da=88.15 gap_ha="0.242 / 0.242" lumo_ha="0.028 / 0.028" e_homo_ev="-5.8 / -5.8"
N -1.651 1.869 -0.758
N -0.778 1.008 0.039
C 0.801 0.868 -0.480
C 1.646 -1.539 -0.096
C 1.374 -0.145 0.359
C -1.189 -0.741 0.734
H 1.800 0.176 1.304
H -0.701 -1.095 1.632
H 1.255 -1.703 -1.105
H -1.050 -1.388 -0.122
H 2.716 -1.774 -0.127
H -0.674 1.480 0.938
H -1.890 1.334 -1.588
H 1.218 1.874 -0.407
H 1.161 -2.299 0.545
H 0.718 0.586 -1.532
H -2.516 2.013 -0.243
H -2.242 -0.523 0.907

---

(6)
18
Properties=species:S:1:pos:R:3 method="wB97M-V/def2-TZVPD" e_above_lowest_ev=1.094 molar_mass_da=88.15 gap_ha=0.349 smiles="C=CN.CCN" lumo_ha=0.044 e_homo_ev=-8.3
N 1.936 1.254 -0.452
N -1.703 0.875 -0.753
C -1.680 -0.558 -0.441
C -2.348 -0.862 0.888
C 2.537 0.107 0.097
C 1.833 -0.881 0.628
H -0.618 -0.803 -0.416
H 2.298 -1.822 0.900
H -1.730 -0.589 1.747
H -3.293 -0.321 0.939
H 0.812 -0.774 0.969
H 2.523 2.071 -0.533
H 1.049 1.541 -0.053
H -2.644 1.231 -0.848
H -2.125 -1.155 -1.246
H -1.178 1.080 -1.591
H -2.521 -1.937 0.970
H 3.526 -0.004 -0.309